# 1
This record from the OMol25 dataset describes a structure of composition C14H14BrF6IN7PRe. The level of theory is ωB97M-V with the def2-TZVPD basis set.

```
45
Properties=species:S:1:pos:R:3:forces:R:3:lowdin_charge:R:1
Re 0.069 -0.005 0.587 0.188 -0.077 0.309 1.410
C 1.500 -5.221 1.200 0.008 0.038 -0.010 0.002
C 0.658 -4.283 0.390 -0.024 -0.011 -0.018 -0.201
C -0.123 -4.729 -0.688 0.005 0.039 0.018 0.079
C -0.886 -3.835 -1.412 -0.007 -0.044 0.006 -0.047
C -0.883 -2.497 -1.061 -0.047 0.011 -0.070 -0.689
Br -1.873 -1.324 -2.129 -0.034 -0.064 -0.085 0.984
N -0.165 -2.035 -0.011 -0.004 0.019 0.039 -0.186
C 0.605 -2.941 0.673 0.064 0.010 -0.003 -0.122
H 0.872 -5.791 1.886 -0.012 -0.018 -0.003 0.112
H 2.249 -4.690 1.784 -0.013 -0.001 0.005 0.095
H 2.009 -5.934 0.553 0.006 -0.004 -0.011 0.108
H -0.115 -5.776 -0.967 -0.003 0.001 0.002 0.155
H -1.474 -4.156 -2.260 -0.006 -0.005 0.005 0.130
H 1.216 -2.543 1.470 -0.015 0.014 0.013 0.077
N 2.505 2.099 1.762 -0.073 0.005 0.037 0.244
C 1.593 2.678 1.003 0.002 -0.100 0.011 -0.406
N 1.771 3.913 0.624 0.055 0.145 -0.029 0.220
C 0.805 4.516 -0.067 0.002 -0.030 -0.001 -0.347
N 0.994 5.708 -0.556 0.004 -0.006 0.014 0.286
N -0.447 3.952 -0.270 -0.042 0.193 -0.077 0.254
C -0.577 2.741 0.084 0.059 -0.116 0.044 -0.245
N 0.436 1.948 0.648 -0.030 -0.015 0.020 -0.062
C -1.879 2.056 0.009 -0.043 -0.066 0.026 -0.175
C -3.056 2.685 -0.317 -0.029 -0.015 -0.010 0.073
C -4.246 1.965 -0.205 0.014 0.001 0.007 0.058
C -4.209 0.652 0.242 0.010 0.022 0.004 0.023
C -2.990 0.069 0.530 0.034 0.004 0.015 -0.149
N -1.840 0.757 0.402 -0.132 -0.008 0.059 -0.150
H 3.320 2.644 2.013 0.020 0.031 -0.005 0.162
H 2.442 1.156 2.099 0.019 -0.073 -0.005 0.082
H 1.879 6.177 -0.423 0.047 0.023 0.004 0.161
H 0.253 6.183 -1.052 -0.042 0.028 -0.029 0.156
H -3.038 3.722 -0.626 0.000 -0.008 0.007 0.146
H -5.191 2.436 -0.445 0.008 -0.005 -0.001 0.149
H -5.114 0.074 0.368 0.000 0.003 0.000 0.145
H -2.915 -0.958 0.864 -0.001 0.024 -0.002 0.118
I -0.269 -0.450 3.063 0.108 0.071 -0.369 0.766
F 0.598 0.167 -1.405 0.112 -0.002 0.033 -0.383
P 2.492 -0.148 -1.581 -0.002 0.115 -0.445 0.381
F 3.955 -0.439 -1.282 0.094 -0.013 0.056 0.028
F 2.555 1.352 -1.162 -0.031 -0.053 0.025 -0.056
F 2.065 -0.366 0.362 -0.256 -0.060 0.355 -0.379
F 2.405 0.100 -3.080 0.037 0.016 -0.023 0.030
F 2.043 -1.630 -1.617 -0.050 -0.018 0.085 -0.037
```
Positions in Å, forces in eV/Å.

The strongest force on any atom comes out at 0.009 Eh/bohr. Its expectation value of S² is 2.07. The charge is +3. The LUMO energy (alpha / beta) comes out at -13.72 / -12.70 eV. The spin multiplicity is 3.

# 2
This record from the OMol25 dataset describes an isolated molecule of C14H14BrIN2O4 in a non-equilibrium geometry. The level of theory is ωB97M-V with the def2-TZVPD basis set.

```
36
Properties=species:S:1:pos:R:3:forces:R:3:lowdin_charge:R:1
C 4.984 -0.106 0.438 0.473 -0.017 0.788 -0.103
O 4.647 -0.925 -0.693 -0.625 0.715 0.334 -0.157
C 3.432 -0.518 -1.298 0.867 0.482 -1.490 -0.186
N 2.496 -1.649 -1.542 1.210 -0.124 0.874 0.042
C 1.778 -1.866 -0.292 -2.021 0.918 -1.792 -0.332
O 2.200 -2.371 0.703 0.073 0.391 -0.358 0.154
C 0.377 -1.258 -0.598 -2.390 0.807 -0.423 0.012
C -0.724 -0.919 0.321 0.800 0.105 -2.214 -0.103
C -0.606 -1.176 1.843 -0.548 -0.557 0.026 -0.038
C -1.916 -0.342 -0.313 -0.015 -0.328 -0.328 -0.185
C -3.144 0.085 0.584 1.227 0.453 -0.745 -0.159
C -3.118 1.685 0.624 -0.007 0.307 -0.342 -0.141
C -2.174 2.241 1.746 -0.059 0.596 0.734 -0.470
N -2.751 3.090 2.770 -0.549 -0.851 -1.518 0.106
O -0.982 2.038 1.793 -0.782 -0.559 -0.401 0.071
C -2.051 -0.121 -1.765 2.183 -0.896 0.290 -0.568
I -3.871 0.685 -2.627 1.104 -0.555 0.502 0.902
C -0.931 -0.452 -2.674 0.097 -0.500 2.346 -0.601
Br -0.999 -0.143 -4.590 0.079 -0.268 1.469 0.699
C 0.254 -1.021 -2.046 -0.596 -0.038 1.298 -0.074
C 1.608 -1.490 -2.668 -2.038 0.824 1.102 -0.361
O 1.806 -1.696 -3.827 0.711 0.178 0.575 0.125
H 4.779 0.985 0.262 0.049 -0.984 0.114 0.093
H 6.084 -0.197 0.659 -1.098 -0.099 -0.504 0.097
H 4.442 -0.477 1.352 0.310 0.505 -0.813 0.095
H 2.935 0.307 -0.719 0.279 -0.792 -0.179 0.145
H 3.688 -0.091 -2.310 -0.376 -0.431 0.808 0.154
H 0.390 -1.576 2.153 -0.769 0.399 -0.610 0.079
H -0.829 -0.286 2.480 0.179 -0.558 -0.811 0.071
H -1.362 -1.972 2.112 0.718 0.745 -0.200 0.099
H -4.071 -0.301 0.088 0.731 0.517 0.602 0.073
H -3.050 -0.356 1.605 -0.135 0.399 -0.864 0.108
H -2.692 2.062 -0.349 -0.385 -0.438 0.994 0.076
H -4.158 2.116 0.667 1.018 -0.485 0.288 0.110
H -2.804 2.618 3.672 0.180 0.364 -0.220 0.094
H -3.667 3.397 2.441 0.107 -0.226 0.669 0.072
```
Positions in Å, forces in eV/Å.

Its structure (SMILES) is COCN1C(=O)c2c(C)c(CCC(N)=O)c(I)c(Br)c2C1=O. The strongest force on any atom comes out at 0.055 Eh/bohr. The LUMO energy comes out at -0.66 eV. The spin multiplicity is 1.

# 3
This record from the OMol25 dataset describes a structure of composition C14H14Cl12N2 in a non-equilibrium geometry. The level of theory is ωB97M-V with the def2-TZVPD basis set.

```
42
Properties=species:S:1:pos:R:3:forces:R:3:lowdin_charge:R:1
N -1.121 3.662 2.912 0.774 -0.190 0.220 0.027
C -2.315 4.203 3.147 -0.814 -1.166 -2.254 -0.134
C -3.413 3.879 2.295 1.550 -0.876 -0.483 -0.037
C -3.152 2.996 1.192 -0.294 0.848 1.802 -0.043
C -1.901 2.391 1.045 -2.121 2.894 -0.241 -0.332
C -0.907 2.739 1.955 -2.108 2.909 -0.462 -0.379
H -2.389 4.962 3.913 -0.001 -0.090 0.214 0.098
H -4.397 4.290 2.460 -0.013 0.086 -0.072 0.088
H -3.956 2.775 0.506 -0.047 -0.030 -0.095 0.101
H -1.742 1.708 0.224 -0.473 1.547 -0.328 -0.001
H 0.097 2.412 1.728 -1.616 1.381 1.471 -0.124
N 1.538 -1.775 -4.657 1.401 -0.053 0.877 0.049
C 0.994 -2.146 -3.458 2.016 1.809 -0.398 -0.157
C 1.729 -2.071 -2.253 1.629 -2.714 -1.871 -0.296
C 3.088 -1.780 -2.275 0.028 -0.859 -1.989 -0.230
C 3.698 -1.422 -3.511 -1.786 -0.287 0.251 -0.066
C 2.886 -1.430 -4.678 -1.192 -0.674 2.301 -0.116
H -0.073 -2.293 -3.385 -0.150 -0.409 -0.499 0.091
H 1.269 -2.375 -1.324 1.412 -1.192 -1.102 0.011
H 3.588 -1.847 -1.320 0.547 -0.435 -0.582 0.057
H 4.719 -1.071 -3.549 0.109 -0.185 -0.104 0.096
H 3.375 -1.147 -5.598 -0.512 -0.043 -0.358 0.092
C 1.544 1.113 -1.458 1.549 1.424 -1.033 -1.384
Cl 2.138 2.440 -2.531 -0.394 -0.560 0.382 0.545
Cl 0.644 1.715 -0.099 -1.234 2.714 -8.367 0.579
Cl 2.961 0.241 -0.824 -0.225 1.995 0.870 0.681
H 0.912 0.421 -2.015 0.762 0.944 -0.343 -0.052
C 1.288 0.498 3.434 0.740 0.791 0.635 -1.311
Cl 0.010 1.262 4.373 0.479 0.002 0.315 0.623
Cl 1.417 1.280 1.788 5.233 -3.818 7.426 0.474
Cl 0.896 -1.200 3.281 0.827 -0.453 1.590 0.620
H 2.257 0.592 3.924 -0.340 -0.029 0.188 0.029
C -2.849 -3.803 0.234 -1.787 -1.720 -1.196 -1.558
Cl -4.199 -3.414 -0.896 0.417 0.018 0.831 0.490
Cl -1.985 -5.219 -0.457 -0.093 0.326 0.287 0.484
Cl -3.387 -4.203 1.911 0.077 0.366 -1.001 0.500
H -2.110 -3.004 0.281 -2.113 -0.590 -1.023 -0.205
C -0.091 -1.082 0.788 -1.543 0.572 -0.147 -1.335
Cl -0.807 -2.612 1.265 3.475 1.029 1.883 0.668
Cl -1.195 0.251 1.364 0.607 -5.477 0.748 0.694
Cl 0.051 -1.015 -0.963 -4.350 0.465 2.374 0.746
H 0.892 -0.922 1.231 -0.424 -0.267 -0.721 -0.085
```
Positions in Å, forces in eV/Å.

The strongest force on any atom comes out at 0.192 Eh/bohr. The LUMO energy comes out at 0.03 eV. The spin multiplicity is 1.